Record 1
A 9-piece molecular cluster, C26H49BBr17Cl2NO4 overall in a non-equilibrium geometry. Source: the Open Molecules 2025 dataset; level of theory: ωB97M-V/def2-TZVPD.

Geometry (Å):
C  -1.35  4.58  1.72
C  -0.63  3.71  0.57
C  -0.22  2.20  1.05
N  1.25  1.97  0.93
C  1.61  0.73  0.18
B  1.14  -0.72  0.77
O  -0.12  -0.93  1.47
O  1.93  -1.94  0.60
C  1.09  0.59  -1.36
Cl  0.50  2.08  -2.24
O  2.17  0.12  -2.25
C  3.32  0.02  -1.42
O  4.28  -0.74  -1.71
C  3.20  0.96  -0.09
Cl  3.61  2.60  -0.87
C  4.28  0.28  0.86
C  4.37  0.83  2.36
C  3.34  0.11  3.39
Br  4.28  2.80  2.58
H  -0.78  5.57  1.85
H  -2.39  4.88  1.34
H  -1.48  4.03  2.71
H  -1.38  3.63  -0.29
H  0.35  4.20  0.21
H  -0.47  2.17  2.18
H  -0.87  1.46  0.47
H  1.61  1.95  1.90
H  0.13  -1.54  2.21
H  2.43  -2.11  1.44
H  0.37  -0.31  -1.37
H  4.20  -0.86  0.93
H  5.31  0.48  0.38
H  5.41  0.52  2.75
H  3.44  -1.03  3.38
H  3.66  0.45  4.44
H  2.25  0.42  3.23
Br  1.71  -4.21  2.76
C  1.14  -5.07  1.11
C  0.53  -6.42  1.37
Br  1.91  -7.74  1.75
H  2.01  -5.12  0.45
H  0.40  -4.39  0.67
H  0.02  -6.80  0.49
H  -0.16  -6.43  2.22
Br  -3.46  2.14  0.84
C  -5.19  2.33  1.72
C  -5.57  3.78  1.89
Br  -4.58  4.61  3.36
H  -5.12  1.79  2.67
H  -5.90  1.82  1.07
H  -6.62  3.87  2.17
H  -5.38  4.38  1.00
Br  -1.13  -6.73  -2.31
C  0.81  -6.78  -2.49
C  1.28  -8.14  -2.94
Br  1.24  -9.43  -1.48
H  1.23  -6.48  -1.53
H  1.04  -6.03  -3.24
H  2.32  -8.10  -3.26
H  0.67  -8.56  -3.75
Br  7.03  -4.73  -0.29
C  5.58  -3.93  -1.33
C  4.36  -4.82  -1.35
Br  4.60  -6.32  -2.57
H  5.98  -3.72  -2.32
H  5.36  -2.99  -0.83
H  3.50  -4.28  -1.73
H  4.12  -5.25  -0.37
Br  3.32  -5.16  -7.37
C  4.00  -3.39  -6.90
C  4.56  -3.37  -5.50
Br  3.14  -3.33  -4.17
H  3.18  -2.69  -7.05
H  4.78  -3.19  -7.63
H  5.14  -2.46  -5.33
H  5.18  -4.24  -5.27
Br  -4.67  7.84  5.60
C  -6.29  7.93  6.69
C  -6.77  6.55  7.06
Br  -7.67  5.69  5.56
H  -7.02  8.51  6.13
H  -6.00  8.49  7.58
H  -7.53  6.61  7.84
H  -5.98  5.88  7.38
Br  -11.35  7.12  6.16
C  -11.89  6.26  4.50
C  -12.50  4.90  4.76
Br  -11.14  3.58  5.17
H  -11.00  6.22  3.86
H  -12.62  6.93  4.05
H  -13.00  4.53  3.87
H  -13.21  4.90  5.59
Br  4.38  -1.61  -10.06
C  5.06  0.15  -9.58
C  5.62  0.17  -8.18
Br  4.19  0.21  -6.85
H  4.24  0.86  -9.73
H  5.84  0.36  -10.31
H  6.19  1.08  -8.01
H  6.24  -0.70  -7.96

The HOMO-LUMO gap is 9.170 eV. The calculated total energy comes out at -46079.2742 Eh. Its largest force on an atom is 5.3 eV Å⁻¹. As for the spin multiplicity: 1. The SMILES is CCCN[C@@]1(B(O)O)[C@@H](Cl)OC(=O)[C@]1(Cl)C[C@H](C)Br.BrCCBr.BrCCBr.BrCCBr.BrCCBr.BrCCBr.BrCCBr.BrCCBr.BrCCBr. Its total charge is 0.

***

Record 2
C27H24N3OPdS3 as an isolated structure. Source: the Open Molecules 2025 dataset; level of theory: ωB97M-V/def2-TZVPD.

Geometry (Å):
Pd  -1.33  -0.57  -0.01
S  -3.50  -1.39  0.14
C  -2.60  -2.81  -0.25
N  -1.32  -2.54  -0.38
C  -0.55  -3.66  -0.66
C  0.83  -3.72  -0.85
C  1.40  -4.95  -1.11
C  0.63  -6.10  -1.19
C  -0.74  -6.05  -1.02
C  -1.32  -4.82  -0.75
S  -3.01  -4.46  -0.47
H  1.44  -2.82  -0.79
H  2.48  -5.02  -1.24
H  1.10  -7.05  -1.39
H  -1.34  -6.95  -1.08
S  5.18  -0.27  -1.16
C  3.43  -0.20  -0.80
C  2.94  -0.62  0.43
C  1.58  -0.61  0.65
N  0.71  -0.23  -0.29
C  1.18  0.21  -1.46
C  2.53  0.25  -1.75
C  5.20  -2.01  -1.62
C  5.55  -2.97  -0.68
C  5.53  -4.30  -1.08
N  5.20  -4.70  -2.31
C  4.90  -3.76  -3.20
C  4.88  -2.40  -2.91
H  3.62  -0.94  1.21
H  1.16  -0.95  1.59
H  0.44  0.51  -2.19
H  2.87  0.60  -2.72
H  5.83  -2.70  0.32
H  5.78  -5.09  -0.38
H  4.66  -4.10  -4.20
H  4.64  -1.67  -3.67
C  -3.57  7.29  2.57
C  -3.32  5.88  2.12
C  -4.38  4.99  1.97
C  -4.17  3.68  1.56
C  -5.36  2.77  1.41
C  -2.85  3.26  1.29
C  -2.67  1.90  0.86
O  -1.58  1.38  0.56
C  -1.76  4.16  1.44
C  -0.33  3.77  1.18
C  -2.03  5.45  1.86
H  -4.63  7.48  2.73
H  -3.19  8.00  1.83
H  -3.04  7.49  3.51
H  -5.39  5.32  2.18
H  -6.27  3.31  1.68
H  -5.30  1.90  2.07
H  -5.48  2.41  0.39
H  -3.57  1.29  0.78
H  -0.19  3.46  0.14
H  -0.03  2.93  1.80
H  0.33  4.61  1.39
H  -1.21  6.14  1.98

The HOMO-LUMO gap is 7.776 eV. The calculated total energy comes out at -2605.0780 Eh. Its largest force on an atom is 0.2 eV Å⁻¹. Its relative energy (zero: lowest compared OMol25 entry of this formula, charge and spin) is 0.0 kcal per mole. As for the spin multiplicity: 1. Its total charge is +1.

***

Short version: E_HOMO = -9.0889, -10.9639 eV, in the order given.